Molecular formula: C41H52N5ORuS5Sb
Method: DFT, ωB97M-V with the def2-TZVPD basis set

Each line ends with the Löwdin charge.
Atoms and positions in Å:
Ru1 -0.35196 -0.34988 0.30052  0.869
S1 -0.18966 -0.28178 -2.17038  0.547
C1 -0.76156 -1.90678 -2.39258  -0.739
C2 -1.57356 -2.10038 -3.51968  -0.299
N1 -2.28746 -2.17408 -4.41558  0.199
C3 -0.51216 -2.91838 -1.49148  -0.736
S2 0.34444 -2.67038 0.00212  0.592
C4 -1.00496 -4.21758 -1.69048  -0.299
N2 -1.41456 -5.28348 -1.79928  0.195
C5 5.51524 0.64622 -2.09438  -0.098
C6 4.01244 0.64062 -2.26398  -0.639
C7 3.39154 1.93812 -1.78238  -0.147
C8 3.60644 0.37412 -3.70168  -0.120
Sb1 2.94774 -1.05888 -1.00588  1.642
C9 3.72124 -3.06368 -1.93638  -0.649
C10 5.17974 -2.89408 -2.30088  -0.116
C11 3.56134 -4.20178 -0.94978  -0.120
C12 2.86204 -3.28378 -3.17148  -0.106
C13 3.56044 -0.93468 1.23282  -0.661
C14 2.56584 -0.00248 1.89762  -0.143
C15 3.47654 -2.31268 1.86272  -0.112
C16 4.96434 -0.36798 1.31402  -0.111
H1 5.94364 1.40922 -2.74648  0.097
H2 5.96954 -0.30088 -2.36678  0.059
H3 5.80234 0.89142 -1.07698  0.062
H4 3.76604 2.77712 -2.37188  0.099
H5 3.62574 2.12652 -0.73498  0.071
H6 2.31184 1.88792 -1.90108  0.028
H7 3.89894 1.21592 -4.33178  0.095
H8 2.52464 0.25252 -3.78338  0.059
H9 4.09624 -0.51328 -4.09518  0.066
H10 5.76494 -2.57068 -1.44358  0.075
H11 5.30834 -2.18698 -3.11418  0.061
H12 5.58114 -3.85258 -2.62958  0.098
H13 4.34934 -4.16988 -0.20278  0.067
H14 3.64604 -5.14988 -1.48028  0.098
H15 2.59084 -4.19068 -0.45688  0.032
H16 2.83124 -2.39758 -3.80528  0.063
H17 1.84134 -3.55608 -2.90148  0.069
H18 3.27554 -4.10138 -3.76338  0.098
H19 1.53144 -0.33628 1.70462  0.004
H20 2.66934 1.01682 1.53122  0.060
H21 2.71294 -0.00578 2.97832  0.099
H22 2.50324 -2.77018 1.68682  0.035
H23 3.60364 -2.22268 2.94302  0.095
H24 4.25604 -2.97048 1.48732  0.068
H25 4.99634 0.65342 0.93672  0.065
H26 5.66954 -0.97708 0.75132  0.077
H27 5.29544 -0.34888 2.35362  0.096
C17 0.37084 3.75792 -1.52378  -0.199
S3 0.88524 3.15372 0.13212  0.975
O1 0.88514 1.65912 0.02982  -0.698
C18 -0.62976 3.54262 1.04692  -0.378
C19 -1.89666 3.45802 0.49552  -0.099
C20 -2.99906 3.70182 1.29842  -0.056
C21 -2.82996 4.02662 2.63342  -0.060
C22 -1.55806 4.10772 3.17752  -0.086
C23 -0.45146 3.86122 2.38432  -0.098
H28 -0.20356 2.98202 -2.02138  0.052
H29 1.27334 3.97042 -2.08668  0.045
H30 -0.19756 4.67242 -1.40438  0.063
H31 -2.03906 3.19662 -0.53978  0.081
H32 -3.99106 3.63472 0.88012  0.099
H33 -3.69076 4.21902 3.25412  0.112
H34 -1.43366 4.36342 4.21722  0.110
H35 0.54814 3.91342 2.78762  0.112
N3 -0.26656 0.77412 7.23292  0.088
C24 0.20404 -0.24278 6.47632  -0.800
S4 1.35224 -1.27228 7.12142  0.707
C25 -0.21086 -0.38338 5.10482  -0.224
C26 -0.81046 0.65752 4.36882  0.012
C27 -1.16726 0.45442 3.05982  -0.129
N4 -0.98736 -0.70488 2.40012  -0.074
C28 -0.43016 -1.71498 3.10652  -0.145
C29 -0.03066 -1.59828 4.41162  -0.022
H36 0.03294 0.81512 8.19452  0.099
H37 -1.11816 1.25432 6.99292  0.103
H38 -0.98926 1.62252 4.81312  0.102
H39 -1.65496 1.24292 2.50022  0.085
H40 -0.34346 -2.66228 2.58722  0.073
H41 0.38574 -2.44508 4.93512  0.089
N5 -2.40416 0.62622 -0.03488  -0.420
S5 -3.10946 0.53292 -1.46928  1.002
C30 -4.43916 1.77052 -1.43588  -0.402
C31 -5.50966 1.72032 -0.55908  -0.087
C32 -6.44406 2.74362 -0.58818  -0.064
C33 -6.29986 3.80602 -1.46878  -0.060
C34 -5.22146 3.84892 -2.33848  -0.058
C35 -4.29416 2.82132 -2.32758  -0.094
C36 -4.12316 -0.96088 -1.39848  -0.389
C37 -3.66066 -2.00528 -0.62048  -0.101
C38 -4.40566 -3.16708 -0.53338  -0.052
C39 -5.60716 -3.26418 -1.21658  -0.054
C40 -6.04556 -2.22148 -2.01828  -0.051
C41 -5.29226 -1.06458 -2.13078  -0.076
H42 -3.06336 0.51632 0.73572  0.022
H43 -5.62186 0.90002 0.13582  0.122
H44 -7.28446 2.71122 0.08812  0.113
H45 -7.03846 4.59272 -1.48728  0.112
H46 -5.10426 4.67272 -3.02588  0.113
H47 -3.45406 2.82542 -3.00588  0.110
H48 -2.72676 -1.90038 -0.06508  0.075
H49 -4.04736 -3.98998 0.06282  0.113
H50 -6.19966 -4.16088 -1.12728  0.112
H51 -6.97186 -2.30618 -2.56628  0.113
H52 -5.61826 -0.25108 -2.76138  0.118

Highest occupied orbital energy (alpha / beta) = -9.020 / -10.184 eV
Charge = +1
Expectation value of S² = 8.7756
Lowest unoccupied orbital energy (alpha / beta) = -3.38 / -4.07 eV
HOMO-LUMO gap (alpha / beta) = 0.207 / 0.225 hartree
Multiplicity = 6

***

Molecular formula: C15H17BClNO8Zr
Method: DFT, ωB97M-V with the def2-TZVPD basis set

Each line ends with the Löwdin charge.
Atoms and positions in Å:
Zr1 -0.05281 -0.48917 0.54402  1.810
O1 1.63667 -6.99376 0.70990  0.010
C1 1.58218 -6.58702 -0.46063  -0.741
O2 1.74402 -7.13167 -1.55837  0.009
C2 1.25682 -5.10185 -0.51287  -0.056
C3 2.26350 -4.14182 -0.62713  0.033
C4 1.95283 -2.80409 -0.53606  -0.101
N1 0.69838 -2.36766 -0.36702  -0.071
C5 -0.29715 -3.28992 -0.31656  -0.190
C6 -0.06345 -4.63727 -0.38991  0.097
C7 -1.69403 -2.75460 -0.17657  -0.469
O3 -2.68564 -3.40131 -0.16629  0.177
O4 -1.71000 -1.36792 -0.03328  -0.228
H1 3.29051 -4.44346 -0.77940  0.132
H2 2.71946 -2.04158 -0.60017  0.108
H3 -0.89961 -5.32152 -0.34874  0.148
Cl1 2.67683 0.13962 1.78701  0.674
C8 1.91674 -0.26094 3.39930  -0.338
C9 0.52525 -0.61052 2.92272  -0.758
O5 -0.29034 0.32161 2.66847  -0.073
O6 0.37019 -1.74110 2.38578  -0.064
H4 1.96855 0.63421 4.00643  0.092
H5 2.45889 -1.10615 3.80506  0.096
C10 0.53446 4.19619 -1.46425  -0.003
C11 -0.55870 3.13822 -1.47694  -0.464
C12 -1.72738 3.57185 -2.33670  0.007
O7 0.02531 1.94343 -2.08222  0.091
B1 0.45269 1.08252 -1.13789  -0.464
O8 0.08489 1.64338 0.16138  -0.201
C13 -0.96013 2.65837 -0.05065  -0.456
C14 -0.86075 3.71278 1.02951  0.010
C15 -2.28836 1.92515 0.02628  -0.009
H6 0.92275 4.29944 -2.47641  0.103
H7 1.36012 3.91772 -0.80890  0.098
H8 0.14699 5.16354 -1.14352  0.098
H9 -1.36583 3.85507 -3.32420  0.101
H10 -2.22133 4.43925 -1.89482  0.102
H11 -2.45811 2.77517 -2.45869  0.092
H12 0.13934 4.13317 1.10090  0.091
H13 -1.12426 3.28242 1.99562  0.098
H14 -1.56188 4.52167 0.81644  0.105
H15 -2.39438 1.18225 -0.76759  0.097
H16 -3.12187 2.62213 -0.06109  0.108
H17 -2.39134 1.43413 0.99806  0.098

Highest occupied orbital energy = -7.893 eV
Lowest unoccupied orbital energy = -1.29 eV
HOMO-LUMO gap = 0.243 hartree

***

Molecular formula: C52H57AsCsFN2OP2SSi
Method: DFT, ωB97M-V with the def2-TZVPD basis set

Each line ends with the Löwdin charge.
Atoms and positions in Å:
Cs1 0.01370 0.00622 0.01260  1.006
C1 0.31374 2.98991 -2.61670  -0.183
Si1 1.94103 3.39414 -1.79526  0.247
C2 3.32114 3.26969 -3.08933  -0.168
C3 1.84193 5.15313 -1.10565  -0.172
N1 2.07231 2.25785 -0.60504  -0.147
C4 3.18681 2.14558 0.34721  -0.244
C5 4.24691 3.07629 0.24131  -0.073
C6 5.33498 3.07066 1.07344  -0.113
C7 5.42291 2.12193 2.07596  -0.119
C8 4.41759 1.19369 2.21973  -0.103
C9 3.29713 1.18193 1.37454  -0.099
F1 2.27849 0.11867 1.64151  -0.289
H1 0.12668 3.70107 -3.43403  0.036
H2 -0.48484 3.06215 -1.89024  -0.076
H3 0.34503 1.99708 -3.01428  -0.029
H4 3.11950 3.97299 -3.90721  0.020
H5 3.35691 2.26129 -3.49719  0.002
H6 4.29582 3.50968 -2.65969  0.011
H7 1.64087 5.85728 -1.92339  0.017
H8 2.77358 5.44772 -0.61775  0.008
H9 1.02683 5.21087 -0.38079  0.007
H10 4.19973 3.82784 -0.53080  0.060
H11 6.12008 3.80811 0.94936  0.094
H12 6.27152 2.10716 2.74753  0.091
H13 4.50332 0.48189 3.01763  0.096
C10 -0.86945 -3.41478 2.59489  -0.331
C11 -0.23266 -2.13018 3.12672  -0.353
P1 -1.43598 -0.67062 3.32743  1.073
C12 -2.07755 -1.30741 4.93636  -0.374
C13 -1.67808 -0.73918 6.14783  -0.092
C14 -2.17344 -1.22768 7.35100  -0.106
C15 -3.06485 -2.29045 7.35540  -0.122
C16 -3.46736 -2.85893 6.15401  -0.099
C17 -2.98179 -2.36564 4.95026  -0.108
C18 -0.28842 0.74293 3.69908  -0.381
C19 -0.83170 1.93871 4.18180  -0.170
C20 -0.03414 3.02371 4.50888  -0.109
C21 1.33412 2.94243 4.35876  -0.071
C22 1.90262 1.76772 3.89519  -0.051
C23 1.09598 0.67603 3.57736  -0.081
C24 0.19005 -4.27934 1.88881  -0.286
P2 0.88215 -3.25954 0.09136  0.949
C25 2.40854 -3.30890 1.20335  -0.466
C26 3.20653 -4.40259 1.56357  -0.140
C27 4.38212 -4.22616 2.26610  -0.142
C28 4.83304 -2.95762 2.55457  -0.125
C29 4.10405 -1.85379 2.10538  -0.096
C30 2.93007 -2.02345 1.40329  -0.146
C31 -0.79510 -4.07436 -0.43951  -0.430
C32 -1.69836 -3.11410 -0.89842  -0.195
C33 -2.90958 -3.45246 -1.50033  -0.118
C34 -3.21607 -4.79876 -1.68702  -0.129
C35 -2.30155 -5.76532 -1.31210  -0.143
C36 -1.09456 -5.40953 -0.72827  -0.142
H14 -1.63411 -3.16250 1.84990  0.089
H15 -1.34914 -3.95502 3.42058  0.085
H16 0.45423 -1.79554 2.34498  -0.006
H17 0.33778 -2.32623 4.03963  0.100
H18 -0.97582 0.08508 6.16003  0.093
H19 -1.85683 -0.77703 8.28461  0.092
H20 -3.44670 -2.67536 8.29379  0.087
H21 -4.16223 -3.68977 6.15198  0.095
H22 -3.30923 -2.81321 4.02018  0.104
H23 -1.90568 2.01452 4.32233  0.102
H24 -0.48563 3.93322 4.88864  0.106
H25 1.96813 3.78362 4.61435  0.101
H26 2.95985 1.69839 3.79926  0.074
H27 1.59150 -0.20930 3.28199  0.082
H28 -0.26603 -5.26472 1.71524  0.046
H29 0.93848 -4.51123 2.66315  0.052
H30 2.82361 -5.39373 1.34333  0.091
H31 4.94163 -5.09711 2.59872  0.083
H32 5.74921 -2.82125 3.12205  0.081
H33 4.48071 -0.88388 2.32805  0.035
H34 2.33412 -1.07385 1.01594  0.024
H35 -1.44927 -1.93102 -0.75548  -0.145
H36 -3.62000 -2.69497 -1.79238  0.087
H37 -4.16404 -5.08572 -2.13413  0.079
H38 -2.52084 -6.82086 -1.45350  0.078
H39 -0.36784 -6.16122 -0.43384  0.084
O1 -2.24372 -1.07348 -0.56259  -0.705
S1 1.24757 0.00399 -5.44355  1.037
C37 1.25526 0.22385 -3.73231  -0.490
N2 0.25200 -0.24773 -3.07045  0.012
C38 -0.63796 -0.84892 -3.96204  -0.279
C39 -1.84091 -1.45025 -3.62226  0.004
C40 -2.62839 -2.00776 -4.61139  -0.069
C41 -2.23132 -1.97083 -5.95166  -0.109
C42 -1.04350 -1.37142 -6.31835  -0.119
C43 -0.25904 -0.81340 -5.31284  -0.491
H40 2.07242 0.73653 -3.24821  0.054
H41 -2.14220 -1.46441 -2.58294  0.053
H42 -3.56463 -2.47745 -4.33937  0.098
H43 -2.86257 -2.41321 -6.71404  0.091
H44 -0.73346 -1.33526 -7.35520  0.094
C44 -2.75365 4.65932 -0.71921  -0.310
As1 -2.08064 2.95547 0.00965  1.145
C45 -3.84125 2.21491 0.47317  -0.313
C46 -1.45540 3.67376 1.71875  -0.343
C47 -2.37425 4.60212 2.45002  -0.299
C48 -2.07544 5.96227 2.53609  -0.054
C49 -2.91486 6.83303 3.21857  -0.101
C50 -4.06305 6.35495 3.83357  -0.119
C51 -4.36374 5.00170 3.76800  -0.089
C52 -3.52459 4.13137 3.08470  -0.065
H45 -3.44823 5.13209 -0.02172  0.015
H46 -3.27239 4.46465 -1.65868  0.018
H47 -1.91496 5.33282 -0.90520  0.015
H48 -4.49654 2.97374 0.90606  0.006
H49 -3.71855 1.37586 1.15978  0.017
H50 -4.30680 1.85245 -0.44349  0.022
H51 -0.53684 4.20746 1.45729  0.072
H52 -1.17491 2.85761 2.35267  0.020
H53 -1.18244 6.35235 2.06207  0.110
H54 -2.67160 7.88756 3.27186  0.093
H55 -4.71736 7.03353 4.36753  0.088
H56 -5.25370 4.62178 4.25479  0.097
H57 -3.76683 3.07715 3.06123  0.102

Highest occupied orbital energy (alpha / beta) = -1.139 / -0.127 eV
Charge = -2
Lowest unoccupied orbital energy (alpha / beta) = 3.61 / 3.61 eV
HOMO-LUMO gap (alpha / beta) = 0.175 / 0.137 hartree

***

Molecular formula: C6H9N
Method: DFT, ωB97M-V with the def2-TZVPD basis set

Each line ends with the Löwdin charge.
Atoms and positions in Å:
C1 1.91764 0.40240 0.05426  -0.085
N1 0.90506 -0.55247 -0.36099  -0.122
C2 0.00174 -1.05594 0.65474  -0.212
C3 -1.18167 -0.08606 0.82013  -0.150
C4 -0.96267 1.02823 -0.19340  -0.105
C5 -0.30859 -0.07099 -1.07222  -0.194
C6 -1.14958 -1.12537 -0.27808  -0.096
H1 1.50880 1.35911 0.40257  0.067
H2 2.61203 0.59722 -0.76851  0.081
H3 2.49069 -0.02943 0.88094  0.085
H4 0.31390 -1.75385 1.42418  0.139
H5 -1.79455 -0.08218 1.71595  0.125
H6 -0.37473 1.91465 0.07224  0.087
H7 -1.91289 1.34219 -0.63412  0.112
H8 -0.23784 0.03351 -2.15615  0.135
H9 -1.82735 -1.92101 -0.56155  0.130

Highest occupied orbital energy = -8.428 eV
Lowest unoccupied orbital energy = 1.17 eV
HOMO-LUMO gap = 0.353 hartree

***

The calculation returns the following ΔE to the lowest compared entry with this formula, charge and spin values, one per record and in order: 97.9; 44.9; 801.8; 315.3 kJ/mol.
The calculation returns the following max |F| values, one per record and in order: 2.847; 0.738; 7.608; 0.458 eV/A.
The calculation returns the following electronic energy values, one per record and in order: -116144.633; -48183.931; -161262.628; -7854.892 eV.